(1)
{"formula": "C38H50FNO25PS6", "method": "the ωB97M-V functional and the def2-TZVPD basis", "symbols": ["C", "C", "P", "C", "C", "C", "O", "C", "C", "C", "O", "C", "C", "C", "O", "C", "C", "C", "C", "C", "C", "C", "S", "C", "C", "C", "C", "C", "O", "O", "C", "C", "N", "C", "C", "C", "F", "H", "H", "H", "H", "H", "H", "H", "H", "H", "H", "H", "H", "H", "H", "H", "H", "H", "H", "H", "H", "H", "H", "H", "H", "H", "H", "H", "H", "H", "H", "C", "C", "O", "S", "O", "O", "O", "H", "H", "H", "H", "C", "C", "O", "S", "O", "O", "O", "H", "H", "H", "H", "C", "C", "O", "S", "O", "O", "O", "H", "H", "H", "H", "C", "C", "O", "S", "O", "O", "O", "H", "H", "H", "H", "C", "C", "O", "S", "O", "O", "O", "H", "H", "H", "H"], "xyz": [[-3.33677, 3.12950, 1.88036], [-2.42151, 3.98452, 0.97673], [-0.61950, 3.61318, 1.05555], [-0.16311, 3.64067, 2.84328], [-0.46241, 1.88501, 0.48062], [-0.68695, 0.77939, 1.30447], [-1.08626, 0.98459, 2.60439], [-0.48083, -0.53875, 0.87185], [-0.10948, -0.74279, -0.45146], [0.11136, 0.33944, -1.29746], [0.49935, 0.19898, -2.60805], [1.81695, -0.32377, -2.80770], [2.44596, 0.38656, -4.00155], [2.31605, -0.42696, -5.26761], [3.84478, 0.56157, -3.73689], [-0.03972, 1.64378, -0.82861], [0.30450, 2.75014, -1.76432], [1.61722, 3.22595, -1.73482], [2.03666, 4.21743, -2.61434], [1.15105, 4.74007, -3.55515], [-0.15694, 4.26625, -3.57545], [-0.58148, 3.28649, -2.68681], [0.08960, -2.39495, -1.05837], [-1.03510, -3.24862, 0.01635], [-1.62597, -4.43015, -0.42192], [-2.45026, -5.16695, 0.42284], [-2.70469, -4.68528, 1.70461], [-3.56251, -5.46909, 2.67690], [-3.62331, -6.71750, 2.58069], [-4.15684, -4.80299, 3.54744], [-2.13595, -3.49031, 2.12589], [-1.28433, -2.76100, 1.29516], [-0.67288, -1.57917, 1.83083], [0.61563, -2.00050, 2.46217], [1.53082, -0.90430, 2.94424], [2.85153, -1.53731, 3.38889], [0.99686, -0.26271, 4.05014], [-4.23054, 3.67801, 2.17847], [-3.65600, 2.23332, 1.35357], [-2.84389, 2.82300, 2.79663], [-2.56433, 5.03410, 1.21138], [-2.73134, 3.81749, -0.05097], [0.34325, 2.71262, 3.08292], [-1.05443, 3.70553, 3.46402], [0.49231, 4.47783, 3.04495], [-1.84941, 0.41522, 2.75409], [2.43123, -0.24190, -1.91434], [1.72934, -1.38966, -3.03064], [1.94282, 1.34380, -4.13291], [2.68633, 0.14975, -6.11414], [1.28199, -0.68812, -5.48539], [2.91486, -1.33249, -5.21225], [4.01332, 1.50726, -3.71558], [2.32225, 2.82461, -1.02148], [3.04441, 4.60664, -2.58762], [1.49790, 5.50710, -4.22823], [-0.82283, 4.67281, -4.32275], [-1.60175, 2.93265, -2.73443], [-1.41844, -4.76876, -1.42783], [-2.87669, -6.09928, 0.09436], [-2.32848, -3.12498, 3.12326], [1.16777, -2.59244, 1.72619], [0.40008, -2.65043, 3.30558], [1.77574, -0.17350, 2.17452], [2.66367, -2.37576, 4.05146], [3.45308, -0.77171, 3.86948], [3.37146, -1.87227, 2.49452], [4.89862, 1.90088, -8.87778], [5.73800, 3.16069, -8.82683], [5.29242, 3.83002, -7.64214], [4.87902, 2.74805, -6.53085], [5.96331, 2.55613, -5.63983], [3.57851, 3.06429, -6.06653], [4.80120, 1.48325, -7.51264], [3.89305, 2.10375, -9.25222], [5.35719, 1.11407, -9.47050], [5.58850, 3.80196, -9.69081], [6.80050, 2.93173, -8.71846], [-0.34242, -7.12666, 3.19703], [-0.22457, -7.17263, 4.70075], [1.14337, -7.56766, 4.93552], [2.07508, -6.96930, 3.78304], [2.68325, -5.77011, 4.24422], [2.86095, -8.02753, 3.25492], [0.92241, -6.58520, 2.75551], [-0.45760, -8.12478, 2.77249], [-1.16429, -6.50285, 2.86538], [-0.90472, -7.88710, 5.15291], [-0.38030, -6.18822, 5.14601], [-7.22502, -6.01658, 3.49821], [-6.41182, -6.59596, 4.62468], [-7.24361, -6.39334, 5.79637], [-8.77444, -6.51480, 5.38990], [-9.24773, -7.82494, 5.67945], [-9.46521, -5.37319, 5.87898], [-8.58955, -6.39033, 3.81116], [-7.15609, -4.92905, 3.47474], [-6.94143, -6.42103, 2.53201], [-5.45441, -6.09027, 4.73172], [-6.25272, -7.66832, 4.49809], [-3.56266, 9.01080, -3.11112], [-4.22560, 7.67860, -3.39827], [-3.13990, 6.74768, -3.44794], [-1.99205, 7.19757, -2.41770], [-2.15101, 6.48687, -1.20610], [-0.76297, 7.25723, -3.11401], [-2.52059, 8.69987, -2.18222], [-3.11216, 9.43570, -4.01100], [-4.24562, 9.73160, -2.66931], [-4.76182, 7.66934, -4.34308], [-4.89958, 7.38406, -2.59064], [5.32115, 1.39421, 3.91171], [5.81811, 0.49851, 2.79538], [4.90861, 0.74684, 1.71840], [4.41926, 2.27294, 1.75805], [5.19592, 3.04054, 0.85387], [3.00524, 2.27558, 1.72108], [4.91408, 2.59801, 3.24840], [4.45264, 0.96497, 4.41570], [6.09280, 1.62066, 4.64243], [5.79779, -0.55534, 3.05905], [6.82379, 0.77790, 2.47301]], "forces_ev_per_angstrom": [[-0.011, 0.239, -0.102], [-0.461, -1.038, 0.802], [0.832, 1.114, -0.695], [-0.488, -0.436, -0.197], [-0.291, -0.423, 0.561], [-0.090, -0.195, 0.118], [-0.311, 0.249, -0.472], [-0.171, 0.749, 0.053], [0.015, -0.527, -0.106], [0.085, 0.482, 0.014], [-0.059, -0.373, 0.225], [-0.342, -0.349, -0.286], [0.287, -0.297, 0.163], [-0.013, 0.203, -0.487], [-0.114, 0.233, -0.168], [-0.191, -0.018, -0.098], [0.567, 0.146, 0.063], [0.047, 0.234, -0.311], [-0.352, 0.032, -0.217], [-0.006, -0.512, 0.605], [0.373, 0.175, -0.261], [0.057, 0.050, -0.135], [-0.069, 0.014, -0.025], [0.186, 0.321, 0.034], [-0.103, -0.073, 0.087], [0.514, 0.619, -0.034], [0.100, -0.248, -0.011], [-0.737, -0.495, 0.732], [0.488, -0.151, -0.648], [-0.061, 0.706, 0.225], [0.258, 0.147, -0.416], [-0.729, -0.447, 0.276], [0.624, -0.301, -0.151], [-0.258, 0.269, -0.363], [0.856, -0.620, 0.162], [-0.458, 0.271, -0.502], [-0.211, 0.245, 0.145], [-0.132, 0.034, -0.117], [0.001, -0.158, 0.027], [0.092, -0.049, 0.096], [0.222, 0.237, -0.111], [0.129, 0.281, -0.268], [0.143, 0.004, 0.167], [0.030, -0.015, 0.191], [0.080, 0.201, -0.078], [0.205, -0.375, 0.263], [0.044, 0.380, 0.117], [0.037, -0.130, 0.022], [0.034, 0.160, 0.125], [0.054, 0.068, -0.063], [-0.135, -0.064, 0.142], [0.018, -0.163, 0.160], [0.129, 0.049, 0.080], [-0.016, -0.081, 0.167], [0.143, -0.112, 0.137], [-0.140, 0.094, -0.165], [-0.254, -0.041, 0.038], [-0.079, -0.092, 0.049], [-0.025, -0.049, -0.083], [-0.119, -0.162, 0.062], [-0.162, 0.002, 0.085], [0.217, -0.063, 0.006], [-0.212, -0.081, 0.094], [-0.393, 0.297, -0.019], [0.152, -0.096, 0.169], [0.033, -0.078, 0.188], [0.180, -0.190, 0.005], [-0.273, 0.117, -0.200], [0.338, -0.148, -0.016], [-0.264, -0.089, -0.055], [0.034, -0.109, -0.247], [-0.041, -0.025, 0.134], [0.013, 0.093, 0.154], [0.244, 0.108, 0.056], [0.021, 0.015, -0.015], [0.032, -0.105, 0.165], [-0.098, 0.139, 0.119], [-0.015, -0.026, -0.033], [-0.295, -0.350, -0.096], [-0.126, 0.428, 0.051], [0.057, -0.134, -0.213], [-0.504, -0.032, -0.014], [0.187, 0.049, -0.079], [0.193, 0.014, 0.078], [0.127, 0.109, 0.325], [0.009, 0.015, 0.000], [0.078, 0.114, -0.165], [0.169, -0.140, 0.038], [-0.025, -0.010, -0.018], [0.220, 0.381, -0.007], [0.391, -0.391, -0.086], [-0.313, 0.197, -0.118], [0.508, 0.033, -0.275], [-0.220, -0.001, 0.052], [-0.145, -0.042, 0.176], [0.005, -0.177, 0.136], [0.023, -0.015, 0.019], [-0.145, -0.111, 0.003], [-0.111, 0.116, 0.089], [-0.038, 0.015, -0.013], [0.068, 0.101, -0.305], [-0.254, -0.010, 0.293], [0.207, 0.216, -0.143], [-0.205, 0.232, -0.006], [0.129, -0.052, 0.121], [0.095, -0.063, -0.056], [-0.245, -0.182, 0.048], [-0.033, -0.013, -0.010], [0.088, -0.014, 0.158], [0.138, -0.126, -0.077], [-0.010, 0.040, -0.012], [-0.212, -0.244, 0.183], [0.372, 0.105, 0.016], [-0.205, 0.068, 0.143], [0.235, -0.281, 0.241], [-0.095, 0.142, -0.018], [-0.227, 0.055, -0.204], [0.195, -0.010, -0.226], [0.053, 0.034, -0.004], [0.004, 0.192, -0.063], [-0.170, -0.029, -0.129], [-0.003, -0.004, 0.039]], "charge": -1, "total_energy_ev": -169910.818, "homo_energy_ev": -5.429}



(2)
{"formula": "C4H7NO", "method": "the ωB97M-V functional and the def2-TZVPD basis", "symbols": ["C", "C", "O", "C", "N", "C", "H", "H", "H", "H", "H", "H", "H"], "xyz": [[0.79002, -0.27320, 0.64812], [0.97011, 1.01045, -0.12293], [0.35513, 0.96797, -1.29845], [-0.34721, -0.16795, -1.75536], [-0.76340, -1.12907, -1.07302], [-0.46682, -1.08404, 0.35779], [1.68926, -0.82585, 0.32785], [0.91932, -0.07919, 1.71723], [-0.81290, 2.20052, 1.39861], [-0.14508, 2.24874, 1.05072], [-0.48604, -0.08889, -2.82997], [-0.36178, -2.11525, 0.70548], [-1.34060, -0.66423, 0.87393]], "forces_ev_per_angstrom": [[0.012, 0.018, -0.027], [-0.129, -0.331, -0.167], [0.174, -0.004, 0.213], [-0.141, -0.344, 0.004], [0.147, 0.385, -0.196], [0.039, 0.033, 0.109], [-0.008, -0.063, 0.056], [0.033, 0.020, -0.197], [0.066, 0.055, -0.020], [-0.277, 0.134, 0.210], [-0.034, -0.021, 0.127], [-0.028, 0.143, -0.015], [0.146, -0.025, -0.097]], "charge": 0, "total_energy_ev": -7794.783, "homo_energy_ev": -8.530, "de_lowest_ev": 4.861}



(3)
{"formula": "C4H16ClMnNO4", "method": "the ωB97M-V functional and the def2-TZVPD basis", "symbols": ["Mn", "N", "H", "H", "H", "H", "Cl", "C", "C", "O", "O", "H", "H", "H", "H", "H", "H", "C", "C", "O", "O", "H", "H", "H", "H", "H", "H"], "xyz": [[-0.63359, -3.93226, 0.34920], [-2.82696, -0.70503, -0.68255], [-2.68680, -0.89493, -1.66458], [-3.09372, -1.62859, -0.37276], [-3.62335, -0.09652, -0.55779], [-1.99410, -0.34800, -0.23648], [-0.58189, -2.02637, 0.15181], [-0.75139, 1.56302, 0.51674], [-0.71922, 0.94742, 1.89638], [0.14287, -0.11753, 2.06342], [-1.18556, 0.70731, -0.49448], [0.26578, 1.88000, 0.28657], [-1.43787, 2.40545, 0.43209], [-1.74476, 0.58128, 1.84828], [-0.58609, 1.75531, 2.61588], [-0.05831, -0.81691, 1.43732], [-0.75020, 1.04068, -1.28247], [2.99791, 0.56768, -0.64695], [1.70236, -0.16662, -0.11895], [1.61468, -1.46032, -0.60989], [2.74583, 0.95868, -1.92282], [3.89000, -0.05605, -0.59008], [3.14419, 1.47462, -0.06029], [0.77241, 0.31428, -0.42230], [1.73898, -0.20176, 0.96987], [0.77758, -1.90699, -0.46377], [2.88132, 0.16215, -2.44127]], "forces_ev_per_angstrom": [[0.143, -6.572, 0.889], [-4.175, -3.420, -0.776], [0.326, 0.740, -0.657], [-0.581, -0.183, 0.615], [-0.309, 0.466, -0.049], [0.613, 0.724, -0.087], [-4.659, 2.956, 0.647], [1.785, 2.772, 0.856], [-2.142, 0.120, -1.635], [0.372, 0.002, 1.450], [1.777, 1.048, -0.585], [-0.129, 0.501, -0.163], [0.275, 0.362, 0.810], [-0.739, -0.211, 1.518], [0.048, -0.462, 0.201], [0.191, 0.896, 0.886], [-0.026, -0.214, -0.690], [-1.696, -0.545, 1.675], [1.580, 0.838, 0.978], [2.693, -1.678, -1.897], [-0.006, 0.274, -2.242], [-0.072, -0.205, 0.397], [0.053, -0.122, 0.264], [1.130, 0.371, -0.069], [0.401, 0.234, -0.318], [3.185, 1.123, -1.345], [-0.039, 0.187, -0.674]], "spin_multiplicity": 6, "charge": 2, "total_energy_ev": -57906.302, "homo_energy_ev": [-15.040, -15.012]}



(4)
{"formula": "C7H12N2O2", "method": "the ωB97M-V functional and the def2-TZVPD basis", "symbols": ["C", "C", "C", "C", "C", "C", "C", "N", "N", "O", "O", "H", "H", "H", "H", "H", "H", "H", "H", "H", "H", "H", "H"], "xyz": [[1.10690, -0.09721, -0.17528], [0.38984, -0.99634, -0.89596], [-1.00211, 0.54257, 0.46541], [2.60862, 0.11930, -0.22069], [0.72951, -2.39285, -1.39054], [-1.50534, 1.49187, -0.65337], [-1.64176, 0.86161, 1.81353], [0.42111, 0.73862, 0.60034], [-1.36219, -0.82064, -0.00978], [0.94269, 2.01842, 0.80614], [-1.52438, -1.73073, 0.98308], [2.85868, 0.08725, 0.79403], [2.63249, 1.20084, -0.46216], [3.01936, -0.60767, -1.05449], [0.51195, -3.14412, -0.53166], [1.87259, -2.56194, -1.45367], [0.14880, -2.51509, -2.38390], [-0.94372, 2.43141, -0.72254], [-2.68198, 1.67897, -0.54023], [-1.20858, 1.13367, -1.69541], [-1.69330, -0.21432, 2.41209], [-2.69436, 1.30986, 1.80068], [-0.98482, 1.46652, 2.51439]], "forces_ev_per_angstrom": [[0.446, -1.185, -1.264], [-1.706, -0.600, 1.043], [-1.211, 1.335, -0.125], [-1.795, -0.118, -3.062], [0.362, 0.277, 1.003], [-1.347, 0.378, -1.386], [-0.546, -1.694, 3.019], [1.067, 0.628, 0.826], [1.672, -0.919, -0.832], [-0.352, -0.209, 0.180], [0.601, 0.218, -0.566], [1.409, -0.656, 1.480], [0.602, -0.473, -0.291], [-0.216, 1.470, 2.083], [-0.564, 0.775, -1.556], [-1.423, 0.466, -0.653], [1.160, -0.663, 1.583], [-0.313, 0.256, 1.070], [2.525, -0.402, -0.524], [-0.931, -0.491, 1.279], [-0.119, 2.413, -1.755], [1.318, -0.578, -0.208], [-0.637, -0.230, -1.343]], "charge": -2, "total_energy_ev": -14519.304, "homo_energy_ev": 2.068, "de_lowest_ev": 4.539}



(5)
{"formula": "F2H2NOP", "method": "the ωB97M-V functional and the def2-TZVPD basis", "symbols": ["N", "O", "F", "F", "P", "H", "H"], "xyz": [[-0.46287, 1.55155, -0.67456], [1.59152, -1.39213, -0.01896], [-1.16482, 0.04848, 1.53732], [-1.70541, -0.63551, -0.62759], [-0.54581, 0.20336, -0.00113], [0.36028, 2.04302, -0.94881], [1.92710, -1.81878, 0.73373]], "forces_ev_per_angstrom": [[-0.138, -0.041, 0.106], [-1.705, 1.888, -2.628], [1.260, 0.582, -2.184], [0.470, -0.065, -0.012], [-0.697, -1.779, 2.274], [0.388, 0.315, 0.059], [0.421, -0.900, 2.385]], "charge": 0, "total_energy_ev": -18291.828, "homo_energy_ev": [-11.586, -10.178], "de_lowest_ev": 5.489}



no.,maximum force (hartree/bohr)
1,0.0302
2,0.0089
3,0.1290
4,0.0691
5,0.0711